C36H33Cl5N6P2Se2Sn as an isolated structure in a non-equilibrium geometry. Source: OMol25; level of theory: wB97M-V/def2-TZVPD.

As for the HOMO energy: -11.5 eV. Its electronic energy is -9720.54872 hartree. The value obtained for the frontier orbital gap is 5.409 eV. The spin multiplicity is 1. The LUMO energy comes out at -6.077 eV. Its total charge is +2.

Each line ends with the Löwdin charge.
Positions of all 85 atoms, in Å:
Sn -1.437 1.220 -2.373  1.06
N -2.004 2.892 -0.972  -0.03
C -3.365 3.426 -1.175  -0.17
C -4.293 2.268 -1.501  -0.18
N -3.789 1.496 -2.653  -0.17
C -4.158 1.993 -4.003  -0.15
C -3.298 3.184 -4.407  -0.19
N -1.884 2.904 -4.127  -0.02
H -1.901 2.477 -0.047  0.10
H -1.292 3.619 -1.050  0.11
H -3.322 4.155 -1.976  0.11
H -3.740 3.944 -0.293  0.14
H -5.305 2.638 -1.670  0.14
H -4.327 1.589 -0.648  0.10
H -4.105 0.533 -2.568  0.08
H -5.208 2.283 -4.055  0.14
H -4.005 1.161 -4.692  0.12
H -3.584 4.069 -3.847  0.11
H -3.479 3.410 -5.458  0.14
H -1.325 3.753 -4.112  0.10
H -1.488 2.338 -4.874  0.08
Se 4.667 1.487 1.443  0.35
P 2.870 0.638 2.108  0.50
C 2.277 1.420 3.615  -0.38
C 2.869 1.077 4.830  -0.09
C 2.501 1.739 5.992  -0.05
C 1.554 2.752 5.946  -0.06
C 0.981 3.115 4.735  -0.07
C 1.345 2.455 3.569  -0.11
C 3.058 -1.139 2.381  -0.36
C 2.522 -1.786 3.496  -0.10
C 2.777 -3.137 3.706  -0.07
C 3.562 -3.840 2.806  -0.07
C 4.075 -3.204 1.680  -0.07
C 3.827 -1.858 1.465  -0.11
C 1.601 0.997 0.785  -0.36
C 0.475 0.408 0.211  -0.38
N 0.094 1.251 -0.791  -0.24
N 0.909 2.300 -0.804  -0.08
N 1.803 2.170 0.120  0.02
P -0.532 -1.039 0.401  0.75
Se -2.374 -0.605 -0.714  0.56
C -0.968 -1.319 2.091  -0.37
C -0.637 -0.394 3.074  -0.07
C -1.059 -0.594 4.380  -0.04
C -1.821 -1.709 4.695  -0.03
C -2.167 -2.630 3.709  -0.04
C -1.750 -2.439 2.405  -0.09
C 0.243 -2.479 -0.290  -0.34
C 0.367 -2.553 -1.686  -0.09
C 0.903 -3.678 -2.270  -0.04
C 1.299 -4.749 -1.470  -0.03
C 1.178 -4.677 -0.095  -0.04
C 0.655 -3.537 0.507  -0.07
H 3.629 0.307 4.871  0.12
H 2.965 1.471 6.932  0.12
H 1.274 3.271 6.853  0.11
H 0.261 3.922 4.696  0.11
H 0.920 2.764 2.621  0.09
H 1.921 -1.240 4.209  0.09
H 2.384 -3.629 4.588  0.11
H 3.777 -4.887 2.981  0.11
H 4.691 -3.754 0.980  0.11
H 4.263 -1.350 0.614  0.08
H -0.059 0.485 2.835  0.07
H -0.794 0.128 5.142  0.12
H -2.159 -1.861 5.712  0.12
H -2.766 -3.495 3.960  0.12
H -2.022 -3.157 1.640  0.12
H 0.032 -1.731 -2.309  0.06
H 0.996 -3.740 -3.347  0.11
H 1.701 -5.643 -1.929  0.12
H 1.485 -5.510 0.521  0.12
H 0.572 -3.485 1.582  0.10
Cl 1.358 2.845 -3.672  0.77
C 0.926 1.351 -4.431  -0.68
C -0.194 0.657 -3.985  -0.38
C -0.617 -0.461 -4.701  -0.68
Cl -2.102 -1.270 -4.214  0.69
C 0.092 -0.946 -5.792  -0.71
Cl -0.444 -2.328 -6.637  0.76
C 1.254 -0.275 -6.186  -0.69
Cl 2.156 -0.857 -7.502  0.78
C 1.662 0.887 -5.518  -0.69
Cl 3.041 1.736 -6.041  0.77